Entry P
This record from the OMol25 dataset describes a cluster of 2 separate species, CH5BrN2 in total. The level of theory is the ωB97M-V functional and the def2-TZVPD basis.

Atoms and positions in Å:
C: 0.195 -0.941 -0.330
N: -0.384 1.385 0.125
N: -0.422 0.334 -0.650
Br: -3.306 -0.024 -0.005
H: 0.394 -1.340 -1.384
H: 1.087 -0.863 0.238
H: -0.396 -1.606 0.166
H: -0.699 2.177 -0.351
H: -0.133 1.417 1.129

***

Entry Q
This record from the OMol25 dataset describes a cluster of 2 separate species, CH5BrN2 in total. The level of theory is the ωB97M-V functional and the def2-TZVPD basis.

Atoms and positions in Å:
C: 0.271 -1.081 -0.024
N: 0.191 1.590 0.314
N: -0.589 -0.090 -0.669
Br: -2.234 -0.140 -0.081
H: -0.167 -1.588 0.744
H: 0.646 -1.841 -0.759
H: 1.081 -0.617 0.613
H: 1.042 1.388 -0.093
H: -0.242 2.380 -0.047

***

It comes down to entry P, which is 0.0612 hartree more stable than the next structure.

***

Entry P
This record from the OMol25 dataset describes a cluster of 2 separate species, C11H14OS2 in total. The level of theory is the ωB97M-V functional and the def2-TZVPD basis.

Atoms and positions in Å:
C: 1.765 -2.275 1.758
C: 2.278 -1.594 0.701
C: 0.487 -1.963 2.222
C: 1.547 -0.552 0.015
C: -0.159 -0.975 1.567
C: 0.327 -0.235 0.456
C: -0.409 0.932 -0.196
C: -1.382 -0.611 -1.948
C: -0.228 1.475 -1.613
C: -2.797 1.468 -1.265
C: -1.452 0.706 -1.262
O: 3.157 1.658 1.326
S: 2.076 1.277 3.832
S: 1.851 1.803 1.981
H: 2.228 -3.110 2.333
H: 3.198 -2.031 0.176
H: -0.017 -2.511 2.960
H: 2.032 -0.211 -0.956
H: -1.160 -0.677 1.735
H: -1.825 -1.378 -1.379
H: -0.322 -0.957 -1.986
H: -1.735 -0.576 -3.081
H: 0.619 1.039 -2.295
H: -0.277 2.671 -1.738
H: -0.733 1.722 0.474
H: -3.482 0.880 -0.698
H: -3.124 1.648 -2.336
H: -2.464 2.377 -0.782

***

Entry Q
This record from the OMol25 dataset describes an isolated molecule of C11H14OS2. The level of theory is the ωB97M-V functional and the def2-TZVPD basis.

Summary:
- Structure (SMILES): CSC(=O)[C@@](C)(SC)c1ccccc1

Atoms and positions in Å:
C: -3.908 -0.783 -0.260
S: -2.441 0.051 -0.958
C: -1.647 0.502 0.553
O: -2.289 0.370 1.590
C: -0.239 0.985 0.448
C: -0.227 2.431 -0.403
S: 0.398 1.316 2.135
C: 2.181 1.418 1.671
C: 0.463 -0.191 -0.137
C: 0.259 -1.397 0.460
C: 0.809 -2.520 -0.101
C: 1.757 -2.374 -1.061
C: 2.069 -1.135 -1.566
C: 1.362 0.006 -1.156
H: -3.318 -1.288 0.542
H: -4.351 -1.400 -1.096
H: -4.596 -0.060 0.136
H: -0.787 3.265 0.063
H: 0.901 2.610 -0.446
H: -0.774 2.267 -1.374
H: 2.761 1.890 2.539
H: 2.530 1.981 0.724
H: 2.369 0.342 1.667
H: -0.426 -1.404 1.251
H: 0.704 -3.387 0.441
H: 2.194 -3.220 -1.573
H: 2.713 -1.092 -2.340
H: 1.533 0.816 -1.749

***

It comes down to entry Q, which is 0.0465 hartree more stable than the next structure.

***

Entry P
This record from the OMol25 dataset describes a cluster of 3 separate species, C2H9O3 in total. The level of theory is the ωB97M-V functional and the def2-TZVPD basis.

Summary:
- Net charge: -1

Atoms and positions in Å:
C: 0.794 0.512 0.245
O: -0.078 -0.598 0.315
C: 1.840 0.163 -0.890
H: 0.265 1.424 0.026
H: 1.563 0.527 1.164
H: 1.392 0.033 -1.846
H: 2.636 0.988 -0.898
H: 2.313 -0.822 -0.774
H: -2.142 -1.111 -1.458
H: -1.560 -0.160 -0.345
O: -2.219 -0.096 -1.176
H: -2.431 -0.215 1.754
H: -0.798 -0.222 1.638
O: -1.572 -0.423 2.245

***

Entry Q
This record from the OMol25 dataset describes a cluster of 3 separate species, C2H9O3 in total. The level of theory is the ωB97M-V functional and the def2-TZVPD basis.

Summary:
- Net charge: -1

Atoms and positions in Å:
C: 0.873 -0.983 -0.845
O: -0.055 -0.350 -1.665
C: 1.753 -0.161 0.177
H: 0.261 -1.642 -0.173
H: 1.562 -1.721 -1.300
H: 0.963 0.619 0.625
H: 2.119 -0.811 1.020
H: 2.553 0.468 -0.405
H: -1.944 0.555 0.938
H: -1.188 0.878 2.293
O: -1.598 0.165 1.792
H: -2.587 1.640 -1.026
H: -0.634 0.147 -1.101
O: -2.078 1.197 -0.330

***

It comes down to entry Q, which is 0.0056 hartree more stable than the next structure.

***

Entry P
This record from the OMol25 dataset describes a cluster of 2 separate species, C2H9NS2 in total. The level of theory is the ωB97M-V functional and the def2-TZVPD basis.

Summary:
- Expectation value of S²: 0.7545
- Net charge: +1
- Multiplicity: 2

Atoms and positions in Å:
S: -1.394 -4.336 0.593
S: 0.544 -4.640 0.547
H: -1.849 -5.413 -0.125
H: 0.970 -3.332 0.510
C: -0.937 1.706 -0.392
C: 0.549 1.416 -0.385
N: 1.207 2.173 0.703
H: -1.298 1.939 0.608
H: -1.248 2.512 -1.061
H: -1.533 0.861 -0.746
H: 0.727 0.374 -0.065
H: 1.014 1.510 -1.372
H: 2.218 2.057 0.622
H: 1.030 3.172 0.562

***

Entry Q
This record from the OMol25 dataset describes a cluster of 2 separate species, C2H9NS2 in total. The level of theory is the ωB97M-V functional and the def2-TZVPD basis.

Summary:
- Expectation value of S²: 0.7577
- Net charge: +1
- Multiplicity: 2

Atoms and positions in Å:
S: 0.637 1.461 -2.136
S: -1.369 1.430 -2.228
H: 0.837 2.793 -2.121
H: -1.684 2.422 -3.090
C: 1.329 -0.705 0.929
C: -0.155 -0.470 0.670
N: -0.996 -1.260 1.537
H: 1.898 -1.149 0.110
H: 1.777 0.270 1.102
H: 1.501 -1.310 1.810
H: -0.544 0.537 0.873
H: -0.391 -0.718 -0.380
H: -1.978 -1.035 1.419
H: -0.862 -2.264 1.505

***

It comes down to entry Q, which is 0.0024 hartree more stable than the next structure.

***

Entry P
This record from the OMol25 dataset describes the ion C3H4N with charge +1. The level of theory is the ωB97M-V functional and the def2-TZVPD basis.

Summary:
- Net charge: +1

Atoms and positions in Å:
C: -1.465 -0.344 -0.157
C: -2.545 0.310 -0.082
C: -0.215 -0.498 0.238
N: 0.900 0.297 -0.153
H: -0.182 -1.267 1.040
H: 1.158 0.236 -1.201
H: 1.656 0.041 0.517
H: 0.692 1.225 -0.201

***

Entry Q
This record from the OMol25 dataset describes the ion C3H4N with charge +1. The level of theory is the ωB97M-V functional and the def2-TZVPD basis.

Summary:
- Net charge: +1

Atoms and positions in Å:
C: 0.984 0.626 -0.790
C: 2.060 -0.061 -0.558
C: -0.135 -0.582 0.734
N: -0.250 0.354 -0.136
H: 1.379 1.555 -1.253
H: 0.712 -1.316 0.670
H: -0.785 -0.722 1.514
H: -1.210 0.708 -0.274

***

It comes down to entry Q, which is 0.0035 hartree more stable than the next structure.